38
Properties=species:S:1:pos:R:3 method="wB97M-V/def2-TZVPD" lumo_energy_ev=0.57 smiles="CC(C)CNC(=O)N[C@@H](CC(C)C)C(=O)O" gap_ev=9.944 total_charge=0 e_above_lowest_kcal_mol=0.2 multiplicity=1
C 5.14 -0.24 0.72
H 5.66 0.65 1.07
H 5.73 -0.69 -0.08
H 5.09 -0.95 1.54
C 3.75 0.11 0.22
C 3.83 1.14 -0.91
H 4.35 0.72 -1.77
H 4.38 2.02 -0.58
H 2.84 1.46 -1.22
H 3.17 0.54 1.05
C 3.03 -1.17 -0.24
N 1.64 -0.96 -0.59
C 0.66 -1.09 0.35
O 0.84 -1.58 1.44
N -0.57 -0.61 -0.06
H -0.71 -0.44 -1.04
C -1.74 -0.93 0.71
C -2.55 0.30 1.14
H -1.99 0.81 1.93
H -3.49 -0.05 1.56
C -2.82 1.31 0.01
C -3.56 2.52 0.59
H -2.98 2.97 1.39
H -4.52 2.21 1.00
H -3.73 3.26 -0.18
C -3.65 0.69 -1.12
H -4.57 0.26 -0.72
H -3.91 1.45 -1.85
H -3.10 -0.09 -1.63
H -1.87 1.65 -0.39
H -1.36 -1.42 1.62
C -2.62 -1.97 0.04
O -3.70 -2.31 0.43
O -2.06 -2.50 -1.06
H -2.63 -3.19 -1.42
H 1.46 -0.39 -1.41
H 3.54 -1.59 -1.11
H 3.03 -1.90 0.57